# 1
{"formula": "C2H3F3S", "method": "ωB97M-V/def2-TZVPD", "e_above_lowest_kcal_mol": 95.60, "gap_ev": [9.35, 7.27], "homo_ev": [-10.00, -9.56], "lumo_ev": [-0.647, -2.292], "e_tot_ha": -775.6570, "spin_multiplicity": 1, "elements": ["C", "C", "F", "F", "F", "S", "H", "H", "H"], "positions_angstrom": [[1.834273, 0.417006, 0.656175], [0.835078, -0.473976, -0.014000], [1.133831, 1.499517, 1.091358], [2.771475, 0.865908, -0.267075], [0.810756, -1.776054, 0.411557], [-2.284354, 0.490573, 0.268323], [2.328477, -0.079447, 1.556709], [0.518071, -0.432123, -1.104707], [-1.652444, 1.750162, 0.187726]], "forces_ev_per_a": [[0.0142, -0.5235, 0.2785], [-0.5737, -1.8895, -1.4628], [0.4296, 0.4362, 0.0868], [-0.6311, -0.3482, 0.9202], [0.1815, 1.3773, -0.1033], [1.1106, 1.2793, -0.1046], [-0.4004, 0.6356, -1.3478], [0.5814, 0.4002, 1.6291], [-0.7121, -1.3674, 0.1038]]}

---

# 2
{"formula": "C17H20N3O2", "method": "ωB97M-V/def2-TZVPD", "gap_ev": 8.78, "smiles": "CCc1nc([NH2+]C[C@H]2CCCO2)c2oc3ccccc3c2n1", "homo_ev": -12.05, "lumo_ev": -3.269, "e_tot_ha": -974.3340, "charge": 1, "spin_multiplicity": 1, "elements": ["C", "C", "C", "N", "C", "N", "C", "C", "C", "C", "C", "O", "C", "O", "C", "C", "C", "C", "C", "C", "C", "N", "H", "H", "H", "H", "H", "H", "H", "H", "H", "H", "H", "H", "H", "H", "H", "H", "H", "H", "H", "H"], "positions_angstrom": [[-0.117133, -3.846700, 0.791874], [-0.217529, -3.079605, -0.530014], [0.398469, -1.730929, -0.386718], [-0.422892, -0.680420, -0.314966], [0.084544, 0.527704, -0.156169], [-0.886215, 1.622426, -0.072463], [-1.976697, 1.574367, -1.073913], [-3.298859, 1.900117, -0.320709], [-4.458375, 1.034075, -0.811052], [-4.298265, -0.218254, 0.051663], [-3.841926, 0.377968, 1.378885], [-3.105915, 1.568129, 1.050143], [1.439525, 0.718358, -0.063612], [2.180277, 1.833755, 0.094374], [3.491715, 1.407630, 0.111842], [4.606601, 2.209282, 0.253908], [5.838675, 1.575667, 0.244317], [5.954079, 0.193708, 0.098145], [4.839530, -0.607447, -0.043803], [3.592012, 0.009039, -0.036646], [2.243440, -0.461094, -0.152621], [1.719322, -1.658276, -0.311187], [-0.661356, -3.330330, 1.579201], [0.923530, -3.941248, 1.088630], [-0.538970, -4.840041, 0.672571], [0.325671, -3.629598, -1.298610], [-1.260439, -2.970553, -0.825571], [-1.491300, 1.523353, 0.816204], [-0.392821, 2.519246, -0.048595], [-1.798814, 2.264048, -1.896626], [-2.010334, 0.550156, -1.452134], [-3.508381, 2.972283, -0.376943], [-5.406132, 1.524240, -0.592369], [-4.402998, 0.836270, -1.877941], [-3.531593, -0.878520, -0.354471], [-5.223385, -0.776972, 0.153227], [-4.692279, 0.673404, 1.999689], [-3.191518, -0.282599, 1.953693], [4.516415, 3.277016, 0.366855], [6.732168, 2.170282, 0.353032], [6.935495, -0.253491, 0.096582], [4.912677, -1.676437, -0.157711]], "forces_ev_per_a": [[-0.0387, 0.0326, -0.1855], [-0.0046, -0.2320, 0.1568], [-0.3897, 0.1904, -0.1153], [-0.2441, 0.3285, 0.1051], [0.5948, -0.2120, -0.0081], [0.1449, 0.0572, 0.5948], [-0.7276, -0.0982, -0.4445], [-0.0979, 0.2587, -0.4741], [0.1247, 0.0918, 0.1692], [0.1430, 0.1552, 0.1142], [-0.4067, -0.5422, 0.2405], [0.2554, 0.1604, 0.0055], [0.0290, -1.0128, -0.1037], [-0.3034, 0.4892, 0.0388], [0.6426, -0.9180, -0.0739], [-0.2443, 0.1432, 0.0045], [-0.1861, 0.0399, -0.0056], [0.0586, -0.1907, -0.0176], [-0.0851, 0.1508, 0.0120], [0.2015, 0.6118, 0.0751], [-0.9166, 0.7602, 0.0436], [0.6663, -0.2064, 0.0099], [-0.0513, 0.0214, 0.1126], [0.0810, -0.0412, 0.0695], [-0.0242, -0.1011, 0.0628], [-0.0545, 0.0337, -0.0691], [0.0571, 0.0021, -0.0745], [0.4760, 0.0714, -0.2203], [-0.1467, -0.1159, -0.0090], [0.1168, -0.0088, 0.0844], [0.0702, 0.1820, 0.0771], [0.0200, -0.1253, 0.0195], [0.0035, 0.0492, -0.0553], [-0.0249, 0.0122, -0.0976], [0.0117, -0.0394, 0.0030], [-0.0313, -0.0560, -0.0039], [0.1012, -0.0244, -0.0314], [-0.0441, 0.0594, -0.0232], [0.0117, 0.1318, 0.0153], [0.0735, 0.0623, 0.0105], [0.0875, -0.0414, -0.0001], [0.0508, -0.1297, -0.0120]]}

---

Repeat the first record exactly.
{"formula": "C2H3F3S", "method": "ωB97M-V/def2-TZVPD", "e_above_lowest_kcal_mol": 95.60, "gap_ev": [9.35, 7.27], "homo_ev": [-10.00, -9.56], "lumo_ev": [-0.647, -2.292], "e_tot_ha": -775.6570, "spin_multiplicity": 1, "elements": ["C", "C", "F", "F", "F", "S", "H", "H", "H"], "positions_angstrom": [[1.834273, 0.417006, 0.656175], [0.835078, -0.473976, -0.014000], [1.133831, 1.499517, 1.091358], [2.771475, 0.865908, -0.267075], [0.810756, -1.776054, 0.411557], [-2.284354, 0.490573, 0.268323], [2.328477, -0.079447, 1.556709], [0.518071, -0.432123, -1.104707], [-1.652444, 1.750162, 0.187726]], "forces_ev_per_a": [[0.0142, -0.5235, 0.2785], [-0.5737, -1.8895, -1.4628], [0.4296, 0.4362, 0.0868], [-0.6311, -0.3482, 0.9202], [0.1815, 1.3773, -0.1033], [1.1106, 1.2793, -0.1046], [-0.4004, 0.6356, -1.3478], [0.5814, 0.4002, 1.6291], [-0.7121, -1.3674, 0.1038]]}